Density functional theory data (ωB97M-V/def2-TZVPD) for the molecule C28H30FN5O2.

Geometry as XYZ:
```
66
Properties=species:S:1:pos:R:3:forces:R:3
C -2.937490 -4.271024 -0.243954 -0.086 0.265 0.135
H -2.738043 -4.105908 -1.299839 0.050 -0.035 -0.129
H -1.987004 -4.446521 0.253483 0.124 -0.038 -0.017
H -3.558527 -5.156712 -0.137782 -0.049 -0.120 -0.003
C -3.630347 -3.072834 0.395800 0.077 -0.210 -0.018
N -5.028265 -2.976208 -0.003855 0.086 -0.035 0.051
C -5.791402 -1.996900 0.762248 -0.240 0.067 -0.033
H -5.286054 -1.819341 1.711416 -0.003 -0.016 0.011
C -5.969553 -0.662314 0.008205 -0.170 -0.063 0.188
N -4.853193 -0.419405 -0.874798 -0.158 -0.279 -0.003
C -3.890803 0.480664 -0.539261 0.208 0.448 0.149
N -4.027846 1.091789 0.641215 -0.299 -0.398 -0.152
C -3.123155 1.970677 1.026255 0.442 0.288 -0.094
C -2.011272 2.325653 0.280046 -0.120 -0.068 -0.155
C -1.892719 1.721886 -0.973964 -0.228 0.014 0.263
C -2.821903 0.802149 -1.396616 0.004 -0.064 -0.039
H -2.735192 0.359604 -2.375968 -0.019 -0.038 -0.069
H -1.065324 1.975784 -1.622719 0.077 0.006 -0.045
C -0.985166 3.347232 0.729071 -0.131 0.019 0.299
N 0.345583 2.900102 0.312591 -0.167 0.409 -0.151
C 0.838733 1.685428 0.609887 0.260 0.039 -0.029
O 0.257928 0.862347 1.292091 -0.038 -0.059 0.115
C 2.214132 1.389864 0.074048 0.293 -0.231 -0.112
C 2.949275 0.443140 0.764914 -0.059 0.125 -0.086
C 4.232029 0.070167 0.360575 -0.092 0.439 -0.477
N 4.937702 -0.860643 1.066582 -0.117 -0.323 0.482
C 6.199539 -1.258872 0.716395 0.287 0.079 -0.285
C 6.873800 -2.217280 1.478959 0.069 -0.091 0.065
C 8.144616 -2.612516 1.127751 -0.219 0.057 0.071
C 8.772850 -2.064633 0.011590 0.117 0.082 -0.185
C 8.117078 -1.122356 -0.745946 0.003 -0.070 0.086
C 6.826158 -0.703712 -0.411238 0.053 -0.151 0.150
C 6.148282 0.301902 -1.238871 0.059 0.026 -0.066
O 6.660250 0.804792 -2.226140 -0.071 -0.029 0.079
C 4.795407 0.661368 -0.782533 -0.360 0.034 0.181
C 4.049507 1.600297 -1.495549 -0.238 0.077 0.093
C 2.791283 1.950738 -1.071244 0.349 -0.168 0.015
F 2.102098 2.857098 -1.809626 -0.023 0.020 0.036
H 4.478695 2.041031 -2.382140 0.026 0.045 -0.086
H 8.574528 -0.678683 -1.617256 0.031 0.037 -0.069
H 9.769351 -2.381448 -0.254104 0.085 -0.018 -0.035
H 8.656800 -3.353287 1.723400 0.021 -0.061 0.064
H 6.385390 -2.641757 2.344662 -0.036 -0.051 0.091
H 4.504218 -1.278704 1.877996 0.098 0.079 -0.158
H 2.493443 -0.009947 1.633405 -0.077 -0.039 0.071
H 0.878875 3.543349 -0.248019 0.117 -0.194 -0.032
C -1.261582 4.677524 0.022298 0.144 -0.140 0.094
H -2.258163 5.028182 0.277599 -0.052 0.009 0.022
H -0.538305 5.431067 0.329317 0.093 0.129 0.026
H -1.209123 4.553447 -1.057356 -0.016 0.003 -0.121
C -0.971052 3.549243 2.247508 -0.061 -0.074 -0.157
H -0.132871 4.188615 2.519353 0.019 0.076 -0.003
H -1.888563 4.022984 2.582912 -0.118 0.061 0.085
H -0.856384 2.589712 2.743959 -0.004 -0.036 0.085
H -3.318046 2.403973 1.997389 0.122 0.118 0.116
C -4.680983 -1.413473 -1.910328 -0.032 -0.083 -0.149
H -5.192659 -1.105976 -2.833881 0.124 -0.093 -0.037
C -5.246302 -2.764730 -1.418457 0.028 0.035 -0.021
H -4.793448 -3.579130 -1.984261 -0.082 0.038 -0.086
H -6.325911 -2.806509 -1.584997 0.039 -0.029 -0.095
H -3.617973 -1.530667 -2.130196 -0.029 0.038 -0.004
H -6.880743 -0.687776 -0.600394 0.006 0.018 0.073
H -6.028216 0.168317 0.709090 -0.164 -0.133 -0.103
H -6.778646 -2.425394 0.974500 0.002 0.144 0.096
H -3.630719 -3.217385 1.479618 0.043 0.101 -0.059
H -3.054583 -2.158078 0.185187 -0.001 0.011 0.070
```
Positions in Å, forces in eV/Å.

HOMO level (eV): -7.481
SMILES: CCN1CCN(c2ccc(C(C)(C)NC(=O)c3cc4[nH]c5ccccc5c(=O)c4cc3F)cn2)CC1
Energy above the lowest of the compared OMol25 structures with the same formula, charge and spin (kJ/mol): 0.0

=====

Density functional theory data (ωB97M-V/def2-TZVPD) for a structure of composition C22H20IN8O3RhS at a distorted geometry.

Geometry as XYZ:
```
56
Properties=species:S:1:pos:R:3:forces:R:3
Rh -1.665222 0.405723 0.258246 -0.431 -0.242 -0.067
C 1.702200 -0.315387 -2.313841 0.003 -0.006 -0.007
C 0.351568 -0.217749 -1.699122 -0.082 0.033 -0.014
N 0.132176 -0.121908 -0.441464 0.118 -0.112 0.106
N 1.056042 -0.122080 1.761757 0.122 0.046 0.013
C 0.148821 -0.145520 2.781681 -0.169 0.003 -0.013
N 0.581486 -0.546257 3.959301 0.037 0.033 -0.004
S -1.485574 0.250026 2.568823 0.107 -0.103 0.068
C -0.858635 -0.062084 -2.537206 0.039 -0.018 -0.017
C -0.912097 -0.270352 -3.900657 -0.012 -0.004 0.002
C -2.070419 0.079925 -4.585786 -0.005 0.004 0.004
C -3.124756 0.635781 -3.884528 0.004 -0.015 -0.003
C -3.002841 0.807971 -2.512892 -0.006 0.001 -0.006
N -1.900833 0.464644 -1.855385 0.056 0.145 0.085
H 2.475797 -0.473043 -1.569069 -0.007 -0.003 -0.002
H 1.925125 0.588769 -2.885139 0.000 0.000 -0.001
H 1.718289 -1.156680 -3.009981 0.005 0.002 -0.002
H 1.566298 -0.708272 4.112631 0.003 -0.008 -0.002
H -0.061615 -0.741925 4.709922 -0.005 0.002 0.004
H -0.063263 -0.686495 -4.424322 0.000 -0.004 0.003
H -2.138145 -0.070026 -5.654652 -0.003 -0.004 0.000
H -4.036029 0.934695 -4.382226 0.003 0.005 -0.002
H -3.803980 1.233305 -1.922779 0.008 0.008 0.006
O 5.507404 -1.528250 1.897097 -0.028 -0.324 -0.268
N 5.238684 -0.662801 1.088826 -0.044 0.695 0.793
O 6.030490 0.112879 0.605419 0.084 -0.233 -0.310
C 3.792398 -0.424128 0.841162 -0.028 -0.185 -0.227
C 3.473276 0.825700 0.491940 0.015 0.011 -0.019
C 2.186835 1.439715 0.266085 0.003 -0.058 -0.023
C 2.181721 2.752277 -0.121352 0.025 -0.018 0.006
C 1.014952 3.539107 -0.225465 -0.044 -0.004 -0.017
C -0.146352 2.960356 0.169727 0.011 -0.009 -0.102
N -0.204354 1.696747 0.641451 0.174 0.142 0.096
C 0.889482 0.776363 0.576777 0.019 0.140 0.001
C 1.600257 -1.426133 1.450689 -0.046 0.012 0.013
N 0.724626 -2.416939 1.569940 0.016 0.003 -0.004
C 1.132886 -3.647748 1.293459 -0.004 -0.004 -0.001
C 2.417250 -3.924332 0.840190 0.008 -0.012 0.002
C 3.304887 -2.881755 0.693406 0.005 0.046 0.028
C 2.909541 -1.575256 1.016255 -0.002 0.003 -0.027
H 4.320187 1.492214 0.372909 -0.019 -0.009 -0.009
H 3.141040 3.218407 -0.313883 0.002 -0.004 0.005
H 1.051848 4.573103 -0.528045 -0.004 0.000 -0.001
H -1.093865 3.484577 0.164556 0.003 0.006 0.009
H 0.406754 -4.439683 1.430930 0.000 0.001 0.001
H 2.710172 -4.939036 0.611644 0.001 0.000 0.000
H 4.309849 -3.071042 0.345478 0.029 0.007 0.002
N -5.565493 1.702832 1.394188 0.003 -0.002 0.026
C -4.508795 0.934598 1.192573 0.021 -0.004 0.003
O -3.450557 1.423071 0.746181 -0.022 0.025 -0.055
C -4.639857 -0.521859 1.560750 0.027 0.001 0.002
I -3.445467 -1.718223 0.270501 0.030 0.007 -0.063
H -5.491094 2.698083 1.237570 -0.001 0.000 0.002
H -6.426028 1.341950 1.772919 -0.003 0.001 -0.007
H -5.663243 -0.880870 1.509260 0.001 -0.004 -0.014
H -4.243825 -0.676986 2.563576 -0.017 0.009 0.009
```
Positions in Å, forces in eV/Å.

HOMO level (eV): -13.095
Total charge: +2
Energy above the lowest of the compared OMol25 structures with the same formula, charge and spin (kJ/mol): 362.0

=====

Density functional theory data (ωB97M-V/def2-TZVPD) for a cluster of 4 separate species, C17H42BrNO11PS3 in total.

Geometry as XYZ:
```
76
Properties=species:S:1:pos:R:3:forces:R:3
C 4.478518 -5.375486 -1.495593 -0.167 0.243 -0.013
O 5.263839 -4.644975 -2.410103 0.212 -0.218 -0.049
C 5.818367 -3.417235 -1.968059 -0.011 0.024 0.295
C 5.135321 -2.213919 -2.601391 -0.127 -0.023 -0.152
C 4.014757 -1.645050 -1.740662 0.033 -0.006 0.175
C 3.184180 -0.589832 -2.455823 0.073 0.040 -0.048
C 2.198518 0.178031 -1.565990 -0.049 -0.063 -0.071
C 1.557266 -0.615418 -0.433398 -0.161 0.104 0.245
C 0.583989 -1.726288 -0.865152 0.017 0.126 -0.058
N -0.241245 -1.321743 -1.989472 -0.039 -0.134 -0.033
P -0.838875 -2.458241 -2.899152 -0.528 0.211 0.618
O -1.847206 -1.647968 -3.928320 0.161 0.118 -0.307
Br 0.817962 -2.860546 -4.754620 0.491 -0.118 -0.535
H 4.628682 -5.019809 -0.470752 -0.018 -0.043 -0.002
H 4.757306 -6.430353 -1.542944 0.018 -0.003 -0.044
H 3.417523 -5.277877 -1.746475 0.007 -0.020 0.060
H 5.722526 -3.350742 -0.875150 0.098 0.014 -0.023
H 6.889426 -3.441700 -2.195730 -0.042 -0.011 -0.120
H 5.872867 -1.433165 -2.814742 -0.001 0.013 0.017
H 4.725233 -2.543003 -3.560550 0.056 0.050 -0.046
H 4.450490 -1.220479 -0.827889 0.003 -0.017 0.015
H 3.370654 -2.467534 -1.413279 -0.029 0.002 -0.034
H 2.644465 -1.055406 -3.282519 -0.019 -0.103 0.017
H 3.883131 0.127808 -2.904202 -0.074 0.026 -0.074
H 1.373470 0.530407 -2.187183 0.049 0.085 -0.048
H 2.686207 1.065611 -1.149293 0.067 -0.071 0.106
H 0.988671 0.095841 0.178194 -0.011 0.037 -0.055
H 2.315634 -1.049012 0.229551 0.015 0.018 -0.026
H -0.052694 -1.934765 0.008262 0.079 -0.121 0.023
H 1.158654 -2.645917 -1.058249 -0.002 0.006 -0.053
H -1.324244 -1.144773 -4.575055 -0.158 -0.121 0.276
O -1.864792 4.227769 1.604218 0.024 0.065 0.030
S -1.791019 2.883643 2.097740 -0.176 0.009 -0.108
O -0.924976 1.953146 1.450754 0.248 -0.031 0.079
O -3.249472 2.285417 2.185997 -0.031 -0.015 0.024
C -4.026164 2.263802 0.947203 -0.177 -0.012 -0.133
C -3.641435 1.130725 0.026547 0.190 -0.054 0.002
C -1.453172 2.907620 3.824808 0.022 -0.018 0.025
H -3.924131 3.241594 0.472932 0.061 0.006 0.003
H -5.052359 2.158760 1.295977 0.019 -0.015 0.040
H -2.633138 1.232439 -0.370557 0.002 0.046 0.021
H -4.343609 1.099800 -0.805565 0.029 -0.021 0.048
H -3.694089 0.177984 0.552994 -0.052 -0.011 -0.015
H -2.134353 3.601838 4.307960 -0.004 -0.001 0.002
H -0.422638 3.240305 3.929512 -0.004 0.008 0.001
H -1.571812 1.899282 4.212054 0.013 -0.001 0.004
O -6.712442 0.994119 -0.980772 -0.032 -0.050 0.015
S -7.689085 1.991440 -0.669768 0.017 0.001 -0.030
O -7.978661 2.268809 0.704539 -0.022 0.058 0.041
O -9.029271 1.651965 -1.444878 -0.108 0.007 0.086
C -9.523005 0.288868 -1.332378 0.001 -0.130 -0.127
C -10.185856 0.014711 -0.001733 0.020 0.078 0.024
C -7.308825 3.491355 -1.499569 0.024 0.020 -0.022
H -8.694763 -0.392803 -1.525641 0.028 0.026 0.022
H -10.229602 0.207278 -2.155229 -0.014 0.035 0.007
H -9.468061 0.041311 0.815901 0.012 -0.010 -0.007
H -10.641338 -0.975736 -0.032924 -0.009 -0.004 0.002
H -10.961433 0.753346 0.200548 -0.019 -0.020 -0.009
H -7.107577 3.270644 -2.543858 0.004 0.003 -0.002
H -6.421872 3.892143 -1.012677 0.004 0.002 -0.005
H -8.147114 4.173424 -1.387984 0.005 0.007 0.009
O 4.591683 -0.645493 1.886969 0.015 -0.041 -0.088
S 4.525646 0.596517 2.591880 0.098 -0.080 -0.094
O 4.740663 1.822956 1.890530 -0.020 0.060 -0.020
O 5.541903 0.514608 3.818897 -0.049 0.130 0.090
C 6.888940 0.079469 3.509322 0.070 -0.148 0.032
C 7.719633 1.157486 2.848556 -0.064 0.047 0.002
C 3.025561 0.697766 3.496040 -0.035 -0.013 0.009
H 6.828385 -0.819487 2.895066 -0.028 0.016 -0.020
H 7.297567 -0.197909 4.479171 -0.012 0.028 0.014
H 7.346158 1.395779 1.854729 -0.002 -0.013 -0.007
H 8.749123 0.807373 2.760339 0.007 0.001 0.005
H 7.707113 2.069990 3.444748 0.025 -0.007 0.008
H 2.884292 -0.228782 4.044828 -0.007 -0.003 -0.002
H 2.240975 0.829244 2.750868 -0.004 -0.011 -0.002
H 3.077599 1.555544 4.161132 -0.009 0.013 -0.012
```
Positions in Å, forces in eV/Å.

HOMO level (eV): -3.490
Total charge: -1

=====

Density functional theory data (ωB97M-V/def2-TZVPD) for the molecule C6H12N2 at a distorted geometry.

Geometry as XYZ:
```
20
Properties=species:S:1:pos:R:3:forces:R:3
C 0.967052 -1.738403 -0.691786 0.567 0.051 -0.112
C 0.135586 1.934870 0.907290 -0.131 0.040 0.208
C -2.223426 -0.243110 -0.897880 0.092 -0.112 -0.244
C 0.479226 -0.496286 -0.069239 -7.381 -0.886 0.868
C 0.696059 0.689645 0.337970 7.459 1.089 -0.756
C -1.340443 -0.535295 0.276288 2.557 -1.736 -0.193
N 2.459612 0.858393 0.170520 -2.114 1.160 0.589
N -1.798047 -0.940121 1.385072 0.130 0.726 -0.280
H 2.700289 1.421127 -0.646386 -0.309 -0.128 0.182
H 3.015720 0.006618 0.111352 -0.780 -0.104 0.004
H -1.066837 -1.055037 2.093010 -0.037 -0.177 -0.313
H 1.817340 -1.549278 -1.351120 0.031 -0.005 0.069
H 0.180780 -2.216009 -1.284423 0.056 0.140 0.125
H 1.280879 -2.448982 0.078679 -0.032 0.019 -0.087
H 0.930606 2.461255 1.439895 -0.025 -0.130 -0.173
H -0.237230 2.592291 0.116999 -0.020 -0.064 0.062
H -0.661783 1.751745 1.630139 -0.074 -0.109 -0.219
H -2.572176 0.791480 -0.848061 -0.041 -0.061 -0.011
H -1.680252 -0.365103 -1.838321 0.020 0.075 0.093
H -3.082955 -0.919800 -0.919997 0.033 0.212 0.190
```
Positions in Å, forces in eV/Å.

HOMO level (eV): -8.131
SMILES: [H]/N=C(C)\C(C)=C(/C)N
Energy above the lowest of the compared OMol25 structures with the same formula, charge and spin (kJ/mol): 345.7

=====

no.,LUMO level (Eh)
1,-0.0148
2,-0.2468
3,0.0709
4,0.0306